Entry 1:
76
Properties=species:S:1:pos:R:3:mulliken_charge:R:1 method="wB97M-V/def2-TZVPD" spin_multiplicity=2 e_above_lowest_kj_mol=20.15 total_charge=+1 homo_ha="-0.406 / -0.404" fmax_ev_per_a=1.06
Ru 1.867 -0.859 -0.302 0.1475
C -2.244 -4.837 -0.177 -0.5531
C -1.076 -5.550 -0.422 -0.6718
C 0.103 -4.888 -0.709 -0.3891
C 0.103 -3.494 -0.739 0.1457
C -1.057 -2.773 -0.497 0.4448
C -2.233 -3.451 -0.220 -0.7875
N 1.299 -2.767 -1.061 0.6087
N 2.151 -3.420 -1.692 -0.6961
C 3.284 -2.672 -2.030 0.2576
C 4.259 -3.261 -2.829 -0.4907
C 5.321 -2.476 -3.245 -0.5718
C 5.372 -1.137 -2.877 -0.7644
C 4.387 -0.565 -2.073 -0.3524
C 3.315 -1.325 -1.630 0.7958
H -3.161 -5.365 0.046 0.4127
H -1.086 -6.631 -0.391 0.3768
H 1.012 -5.435 -0.905 0.4967
H -1.043 -1.693 -0.532 0.1447
H -3.140 -2.892 -0.036 0.3975
H 4.167 -4.298 -3.117 0.4831
H 6.101 -2.898 -3.864 0.3912
H 6.195 -0.524 -3.221 0.4344
H 4.479 0.479 -1.799 0.4506
Br -0.368 5.931 -2.328 -0.1617
C 1.140 5.014 -1.653 -0.3862
C 2.295 5.712 -1.332 -0.3357
C 3.391 5.028 -0.826 -0.7654
C 3.334 3.658 -0.628 -0.4657
C 2.172 2.972 -0.963 -0.0641
C 1.074 3.644 -1.488 0.0316
C 2.076 1.520 -0.758 1.3695
O 1.229 0.801 -1.398 -0.9665
O 2.814 0.902 0.091 -0.6629
H 2.337 6.783 -1.478 0.4275
H 4.291 5.574 -0.580 0.4141
H 4.175 3.120 -0.210 0.4846
H 0.186 3.097 -1.767 0.5063
C -4.219 0.156 -1.221 -0.9346
C -3.066 0.566 -2.129 -0.2306
C -2.524 1.962 -1.829 -0.7840
C -2.188 2.213 -0.364 -1.0029
N -1.180 1.253 0.092 0.4673
C -0.875 0.828 1.311 0.4509
S 0.277 -0.455 1.557 -0.3777
N -1.421 1.286 2.435 -0.0976
C -2.464 2.278 2.687 -1.0908
C -3.881 1.711 2.734 0.1004
C -4.142 0.690 3.843 -0.7107
C -3.649 -0.724 3.544 -0.9301
H -4.695 -0.756 -1.579 0.4506
H -4.988 0.931 -1.181 0.2947
H -3.882 -0.033 -0.198 -0.0331
H -3.393 0.548 -3.170 0.4513
H -2.263 -0.172 -2.063 0.0373
H -3.267 2.712 -2.112 0.5328
H -1.640 2.164 -2.443 0.2817
H -3.081 2.108 0.245 0.4989
H -1.817 3.235 -0.247 0.2194
H -0.515 0.952 -0.616 0.0995
H -1.114 0.768 3.244 0.4086
H -2.379 3.081 1.958 0.3300
H -2.217 2.720 3.654 0.4964
H -4.137 1.261 1.770 -0.0626
H -4.548 2.567 2.861 0.4231
H -5.220 0.648 4.010 0.3520
H -3.713 1.054 4.782 0.2942
H -4.000 -1.055 2.563 0.1818
H -4.030 -1.428 4.282 0.4200
H -2.562 -0.816 3.547 0.2205
Cl 5.812 -2.981 2.805 -0.0769
C 4.271 -2.265 3.278 0.7560
Cl 3.391 -3.330 4.381 -0.0775
Cl 4.512 -0.666 4.002 -0.0755
C 3.460 -2.078 2.076 -0.2902
N 2.824 -1.954 1.135 -0.1288



Entry 2:
77
Properties=species:S:1:pos:R:3:mulliken_charge:R:1 method="wB97M-V/def2-TZVPD" e_above_lowest_kj_mol=60.44 total_charge=0 homo_ha=-0.293 fmax_ev_per_a=0.55
Tl 0.099 -0.224 0.660 1.1678
O -6.117 -1.855 0.529 -0.5685
C -4.785 -1.630 0.612 0.8054
C -4.129 -1.486 1.833 -0.6583
C -2.775 -1.238 1.815 -0.0016
N -2.106 -1.110 0.668 1.1820
C -2.713 -1.316 -0.503 0.1677
C -4.067 -1.578 -0.574 -0.9410
C -1.816 -1.364 -1.751 -0.3645
O -2.364 -1.657 -2.808 -0.7837
O -0.582 -1.165 -1.526 -0.0297
C -1.953 -1.179 3.107 -0.3578
O -2.561 -1.074 4.166 -0.7785
O -0.698 -1.272 2.914 -0.4379
H -6.498 -1.858 1.416 0.3174
H -4.634 -1.570 2.787 0.5112
H -4.528 -1.749 -1.536 0.6166
C 1.853 -0.470 4.409 -1.5381
P 2.089 -0.231 2.614 0.9773
C 3.458 0.967 2.516 -1.3909
C 2.930 -1.783 2.099 -0.9003
C 2.007 -3.016 2.084 -0.9953
P 0.767 -2.850 0.743 1.1522
C -0.511 -4.067 1.157 -1.5086
C 1.581 -3.546 -0.722 -1.2669
H 2.601 -1.166 4.794 0.4843
H 0.850 -0.850 4.597 0.2599
H 1.982 0.487 4.918 0.5167
H 4.284 0.664 3.164 0.4414
H 3.112 1.956 2.818 0.3700
H 3.805 1.035 1.485 0.3385
H 3.781 -1.933 2.769 0.6152
H 3.342 -1.606 1.101 0.2766
H 1.464 -3.117 3.026 0.3164
H 2.590 -3.928 1.936 0.6075
H -0.062 -5.055 1.282 0.5315
H -1.249 -4.110 0.355 0.3341
H -1.004 -3.764 2.079 0.2947
H 1.958 -4.552 -0.529 0.4779
H 2.397 -2.891 -1.031 0.2989
H 0.860 -3.563 -1.539 0.3099
Se 2.430 0.215 -0.995 -0.6168
P 1.026 1.427 -2.131 0.0963
Se -0.638 2.027 -0.869 -0.4480
C 1.911 2.889 -2.747 1.0227
C 1.504 4.185 -2.463 -0.3413
C 2.208 5.264 -2.989 -0.6272
C 3.316 5.051 -3.792 -0.4395
C 3.726 3.753 -4.078 -0.7486
C 3.026 2.678 -3.560 -0.4105
C 0.476 0.596 -3.633 0.7161
C 1.189 -0.476 -4.157 -0.2202
C 0.771 -1.064 -5.341 -0.7307
C -0.360 -0.592 -5.992 -0.4525
C -1.075 0.473 -5.462 -0.6877
C -0.659 1.069 -4.282 -0.4189
H 0.643 4.354 -1.828 0.2546
H 1.885 6.273 -2.767 0.3981
H 3.861 5.892 -4.199 0.3768
H 4.589 3.581 -4.708 0.3937
H 3.349 1.669 -3.788 0.3459
H 2.046 -0.866 -3.623 0.3680
H 1.318 -1.906 -5.746 0.3986
H -0.695 -1.066 -6.905 0.3825
H -1.970 0.827 -5.957 0.4009
H -1.234 1.880 -3.852 0.4125
Br -5.205 2.380 2.485 -0.1665
C -3.400 2.187 2.995 -0.6766
C -3.001 2.405 4.298 -0.1550
C -1.666 2.211 4.608 -0.9203
C -0.805 1.787 3.612 -0.1439
N -1.194 1.573 2.357 0.1079
C -2.472 1.782 2.051 -0.0589
H -3.717 2.705 5.051 0.4452
H -1.303 2.361 5.616 0.4346
H 0.237 1.590 3.832 0.3057
H -2.775 1.598 1.026 0.5532